The following is a quantum chemistry calculation of an isolated molecule of C4H7N2P, from the OMol25 dataset.

Computed properties:
HOMO level (alpha / beta) = -7.5 / -7.3 eV
Lowest unoccupied orbital energy (alpha / beta) = -1.5 / -2.1 eV
Energy above the lowest of the compared OMol25 structures with the same formula, charge and spin = 644.17 kJ/mol
Gap between HOMO and LUMO (alpha / beta) = 5.96 / 5.17 eV
F_max = 4.20 eV Å⁻¹

Structure (ORCA input):
```
! wB97M-V def2-TZVPD RIJCOSX def2/J DEFGRID3
* xyz 0 1
C -2.85518 -1.02466 0.23615
C 0.49487 -1.19092 -0.12931
C 1.83743 -0.82684 -0.59911
C -0.76510 0.89755 0.33621
N -1.65754 -1.39260 0.55211
N -0.59281 -0.53442 0.14366
P -3.73262 0.34603 -0.44897
H -3.52956 -1.75551 0.73368
H 1.77474 -1.18089 -1.64874
H 2.51471 -1.42481 -0.07447
H 2.15000 0.22979 -0.56767
H -0.76721 1.48758 -0.63994
H -1.67699 1.45709 0.76405
H 0.06712 1.31228 0.98586
*
```

Atom charges from the Mulliken analysis, given in e for atoms 1 to 8: -0.0548, -0.2713, -0.6958, -1.0442, -0.5442, 0.4098, 0.0274, 0.3478